Entry 1:
A molecular structure, C31H33Cl3N10OS2V in a non-equilibrium geometry, computed with ωB97M-V/def2-TZVPD.

The charge is +2. The spin multiplicity is 2. The value obtained for the LUMO energy (spin up / spin down) is -5.5 / -5.7 eV. The calculation puts the HOMO energy (spin up / spin down) at -0.4740 / -0.4033 hartree. The energy relative to the best compared isomer or geometry (same formula, charge and spin) comes out at 12.0 kcal/mol.

Element x y z (Å)
V  0.22005  0.06124  -0.04412
N  -3.25053  -3.79350  2.68923
C  -1.98880  -3.35828  2.68275
N  -1.60987  -2.16576  2.34808
C  -2.57597  -1.23651  1.95812
N  -2.26578  -0.03496  1.62895
N  -0.99514  0.41035  1.46888
C  -0.59703  1.38339  2.23031
C  0.74997  1.83487  2.03866
C  1.37362  2.77652  2.85810
C  2.71226  3.04996  2.66821
C  3.40768  2.35437  1.67615
C  2.72897  1.45111  0.88848
N  1.41851  1.20006  1.04189
C  -3.98340  -1.61913  2.00680
C  -5.02118  -0.72921  1.72472
C  -6.33320  -1.14524  1.79583
C  -6.63192  -2.45845  2.15650
C  -5.62247  -3.35113  2.44997
C  -4.29924  -2.93042  2.37693
H  -3.46706  -4.74115  2.95609
H  -1.22946  -4.07277  2.98429
H  -1.22628  1.79023  3.01447
H  0.80199  3.26835  3.63270
H  3.22095  3.77451  3.28829
H  4.46314  2.52227  1.51918
H  3.23531  0.89963  0.10746
H  -4.76731  0.28818  1.46772
H  -7.13292  -0.45016  1.58130
H  -7.66190  -2.77882  2.22610
H  -5.85054  -4.36684  2.74768
N  0.92980  -1.72712  0.98509
N  0.80486  -2.90440  0.21524
C  -0.25905  -3.05824  -0.59743
N  -0.54638  -4.30404  -0.99861
S  -1.21569  -1.76244  -1.06910
H  1.87906  -1.67601  1.34168
H  0.24671  -1.78665  1.76550
H  1.26003  -3.73564  0.56763
H  0.11888  -5.05561  -0.89500
H  -1.23222  -4.41322  -1.72797
O  -0.71087  1.53488  -0.99782
S  -0.87306  1.83679  -2.47762
C  -2.55447  1.18146  -2.88404
C  -3.75429  1.85392  -2.29958
C  -4.60734  2.58102  -3.12320
C  -5.76432  3.14687  -2.61259
C  -6.06572  3.00721  -1.26781
C  -5.20972  2.29737  -0.43653
C  -4.06069  1.71650  -0.94756
C  -1.13191  3.67156  -2.57041
C  -1.83266  4.33781  -1.42120
C  -2.95428  5.12797  -1.64465
C  -3.58316  5.76954  -0.59031
C  -3.09614  5.62874  0.70000
C  -1.96001  4.86749  0.92670
C  -1.32289  4.23362  -0.12767
H  -2.47944  0.14932  -2.53879
H  -2.58946  1.19410  -3.97436
H  -4.37252  2.69453  -4.17567
H  -6.43074  3.69252  -3.26697
H  -6.96839  3.44788  -0.86642
H  -5.45446  2.18940  0.61271
H  -3.39728  1.15256  -0.30162
H  -1.64937  3.83154  -3.51720
H  -0.11358  4.05232  -2.65642
H  -3.33609  5.25127  -2.64871
H  -4.45255  6.38491  -0.77840
H  -3.59227  6.12644  1.52238
H  -1.55664  4.78515  1.92832
H  -0.42708  3.65678  0.05664
Cl  3.84774  -1.10594  -4.08226
C  2.85490  -1.95670  -2.89938
Cl  3.91487  -2.92124  -1.80809
Cl  1.73702  -3.06219  -3.74644
C  2.08981  -1.05098  -2.07622
N  1.45322  -0.40166  -1.36168
N  2.14380  2.42559  -2.06256
H  3.14349  2.28894  -1.95594
H  1.94769  3.35282  -1.69856
H  1.96882  2.45266  -3.06189

---

Entry 2:
5 unconnected molecules or ions with the total composition C31H33F4N4O2P in a non-equilibrium geometry, computed with ωB97M-V/def2-TZVPD.

The charge is 0. The SMILES is N#C[C@H](C[C@@H](O)CN)[C@H](C#N)P(N)O.Fc1ccccc1.Fc1ccccc1.Fc1ccccc1.Fc1ccccc1. The spin multiplicity is 1. The value obtained for the LUMO energy is 0.3 eV. The calculation puts the HOMO energy at -0.3221 hartree.

Element x y z (Å)
N  -5.99628  -1.77959  2.49917
C  -5.71904  -2.90027  1.92265
C  -5.57116  -4.40368  1.20303
C  -4.34452  -4.48799  0.12656
C  -4.23224  -3.25752  -0.94339
O  -5.50393  -2.68355  -1.39725
C  -3.11838  -2.12186  -0.44323
N  -3.72239  -0.78156  -0.09932
C  -7.00933  -5.00464  0.68115
C  -7.04717  -5.45580  -0.89301
N  -6.89029  -5.50907  -2.19999
P  -8.51187  -3.82572  1.05496
N  -8.42556  -2.33524  0.08269
O  -9.93215  -4.67616  0.41148
H  -5.24714  -5.11083  2.11071
H  -3.33760  -4.46660  0.76850
H  -4.29718  -5.51990  -0.46137
H  -3.73311  -3.73095  -1.92088
H  -5.92698  -2.07638  -0.72559
H  -2.36991  -1.92465  -1.35213
H  -2.43189  -2.51323  0.43652
H  -4.32378  -0.40895  -0.88357
H  -4.23059  -0.78230  0.81213
H  -7.25354  -5.99019  1.31034
H  -7.76832  -1.61433  0.50754
H  -9.36132  -1.83315  0.09488
H  -9.84332  -4.50357  -0.59048
F  -1.73797  -1.46338  2.56115
C  -0.81569  -0.59830  2.11880
C  0.05589  -0.98543  1.10681
C  1.01297  -0.08328  0.64237
C  1.09493  1.19357  1.20335
C  0.21889  1.57099  2.22220
C  -0.74523  0.67253  2.67858
H  -0.01723  -1.98416  0.68890
H  1.69396  -0.37357  -0.15383
H  1.84449  1.89536  0.84388
H  0.28726  2.56389  2.66011
H  -1.43993  0.95239  3.46355
F  -1.19703  3.48370  0.74042
C  -1.78704  4.46564  1.43489
C  -3.15391  4.40260  1.68261
C  -3.76773  5.42221  2.41007
C  -3.00887  6.50009  2.87277
C  -1.63844  6.55681  2.61464
C  -1.02304  5.53157  1.89686
H  -3.72865  3.56183  1.30814
H  -4.83437  5.37838  2.61576
H  -3.48886  7.29736  3.43629
H  -1.05063  7.39877  2.97225
H  0.04269  5.55521  1.69491
F  2.58358  2.95910  -0.54193
C  3.64135  2.38097  -1.12631
C  3.50002  1.81111  -2.38685
C  4.60238  1.21358  -2.99787
C  5.83237  1.18296  -2.33608
C  5.96288  1.75321  -1.06892
C  4.86322  2.36043  -0.46305
H  2.53485  1.83706  -2.88204
H  4.50422  0.77213  -3.98652
H  6.69079  0.71286  -2.81114
H  6.92016  1.72452  -0.55405
H  4.94915  2.81639  0.51769
F  8.16057  -0.00980  -3.49842
C  9.35215  -0.03557  -2.88680
C  10.35856  0.82435  -3.31265
C  11.59774  0.80145  -2.67275
C  11.82035  -0.08975  -1.62015
C  10.80548  -0.95245  -1.20334
C  9.56301  -0.92146  -1.83606
H  10.17005  1.50388  -4.13737
H  12.38862  1.47516  -2.99304
H  12.78847  -0.11039  -1.12427
H  10.98240  -1.64808  -0.38658
H  8.76016  -1.57878  -1.51906

---

Entry 3:
7 unconnected molecules or ions with the total composition C31H33F4NO2 in a non-equilibrium geometry, computed with ωB97M-V/def2-TZVPD.

The charge is 0. The SMILES is Fc1ccccc1.Fc1ccccc1.Fc1ccccc1.Fc1ccccc1.c1ccncc1.CO.CO. The spin multiplicity is 1. The value obtained for the LUMO energy is 0.3 eV. The calculation puts the HOMO energy at -0.3386 hartree.

Element x y z (Å)
F  -2.51773  6.20658  3.37961
C  -2.14373  7.17743  4.23606
C  -1.35296  6.88282  5.34866
C  -0.98263  7.81992  6.23688
C  -1.62498  9.06288  6.13609
C  -2.38154  9.42874  4.97623
C  -2.58296  8.44373  3.97725
H  -1.06327  5.84940  5.46917
H  -0.59131  7.56493  7.21066
H  -1.55677  9.74545  6.97027
H  -2.94701  10.34837  4.94549
H  -3.20034  8.59583  3.10426
F  2.97917  2.53954  6.00322
C  3.73126  1.42839  6.09809
C  3.52596  0.52079  7.09823
C  4.27340  -0.64432  7.18163
C  5.24633  -0.88581  6.29607
C  5.60301  0.04605  5.29777
C  4.84432  1.25125  5.21073
H  2.80105  0.84855  7.82863
H  4.14521  -1.25853  8.06068
H  5.78865  -1.81887  6.25483
H  6.40177  -0.22570  4.62358
H  5.10912  2.01921  4.49904
F  -4.22948  -6.98293  -2.78178
C  -3.01701  -7.25637  -2.32236
C  -1.97217  -6.43654  -2.73172
C  -0.68245  -6.81726  -2.40470
C  -0.45026  -7.88549  -1.59088
C  -1.47654  -8.69207  -1.12995
C  -2.76657  -8.35837  -1.46450
H  -2.18874  -5.65461  -3.44453
H  0.19353  -6.27156  -2.72294
H  0.58036  -8.18269  -1.46476
H  -1.25873  -9.53228  -0.48729
H  -3.56442  -9.04900  -1.23457
F  1.89817  -0.23699  -11.51212
C  0.91418  -0.73057  -10.73448
C  -0.09495  -1.36394  -11.39687
C  -1.15957  -1.88260  -10.63490
C  -1.08668  -1.98297  -9.25278
C  0.02432  -1.45154  -8.58565
C  1.02824  -0.72893  -9.30017
H  -0.03872  -1.35937  -12.47540
H  -2.07711  -2.18611  -11.11698
H  -1.92981  -2.30226  -8.65815
H  0.19885  -1.39657  -7.52127
H  1.85614  -0.18015  -8.87610
C  -1.38837  0.82918  -0.45672
C  -0.86943  0.26293  -1.59452
C  0.42652  -0.27838  -1.46090
N  1.25064  -0.16363  -0.39202
C  0.72335  0.49447  0.63532
C  -0.58354  0.90061  0.71942
H  -2.39305  1.20826  -0.34125
H  -1.43173  0.18829  -2.51357
H  0.71796  -1.03369  -2.17573
H  1.25218  0.65420  1.56335
H  -0.80721  1.45455  1.61916
C  -6.60602  2.80040  4.07893
O  -5.57163  2.52035  5.03937
H  -6.95595  3.83069  4.14336
H  -6.16320  2.62317  3.09882
H  -7.38822  2.04973  3.96589
H  -4.72203  2.57364  4.59560
C  5.26163  -2.53747  -2.50378
O  4.66507  -2.92168  -1.27331
H  5.89107  -3.34589  -2.87574
H  4.52951  -2.28112  -3.26954
H  5.83253  -1.63045  -2.30506
H  4.12529  -2.22358  -0.89528

---

Entry 4:
A molecular structure, C31H33GeN6O9PbS, computed with ωB97M-V/def2-TZVPD.

The charge is +1. The spin multiplicity is 1. The value obtained for the LUMO energy is -3.1 eV. The calculation puts the HOMO energy at -0.4182 hartree. The energy relative to the best compared isomer or geometry (same formula, charge and spin) comes out at 0.0 kcal/mol.

Element x y z (Å)
Pb  -0.52473  0.69990  2.19243
O  -1.83582  -3.34500  1.75197
S  -1.35789  -2.43822  0.75222
O  0.20252  -2.35359  0.69972
N  -1.80330  -0.95214  0.84962
C  -3.20350  -0.62868  0.65679
C  -4.17706  -1.51090  0.24676
C  -5.50447  -1.11230  -0.00196
C  -5.87757  0.18406  0.14529
C  -4.92475  1.12372  0.59291
C  -5.26449  2.48170  0.79343
C  -4.33690  3.36504  1.25361
C  -3.05256  2.88340  1.54170
N  -2.69600  1.63072  1.37167
C  -3.59963  0.72359  0.87980
C  -1.65563  -3.08087  -0.83801
C  -2.16863  -4.37317  -0.92246
C  -2.43844  -4.88110  -2.18298
C  -2.20419  -4.10095  -3.31135
C  -1.68197  -2.81733  -3.19664
C  -1.40161  -2.29179  -1.95038
H  -3.93911  -2.55169  0.09262
H  -6.22399  -1.85578  -0.32295
H  -6.88932  0.51226  -0.06819
H  -6.27955  2.80084  0.57822
H  -4.57164  4.40932  1.41847
H  -2.28771  3.55884  1.92176
H  -2.35750  -4.94850  -0.02412
H  -2.83667  -5.88504  -2.28029
H  -2.44090  -4.49479  -4.29300
H  -1.49931  -2.22121  -4.08111
H  -1.00935  -1.28524  -1.84236
C  3.30048  -1.94941  -0.28365
Ge  2.83233  -3.19193  1.13210
C  4.01951  -3.12158  2.66865
C  2.63411  -4.99233  0.43055
C  1.05475  -2.72332  1.87960
H  4.36231  -2.05019  -0.51653
H  3.08900  -0.91900  -0.00084
H  2.73021  -2.18689  -1.18514
H  5.03229  -3.43519  2.39948
H  3.65046  -3.79030  3.44978
H  4.05236  -2.10745  3.07590
H  3.60764  -5.45192  0.23991
H  2.07274  -4.97212  -0.50692
H  2.09552  -5.61651  1.14912
H  0.62715  -3.58017  2.39474
H  1.10288  -1.88489  2.57575
O  1.61020  3.21282  -0.64219
C  0.56734  2.61569  -0.46012
O  0.35571  1.78958  0.53653
C  -0.58939  2.88959  -1.39438
C  -1.57405  1.94607  -1.65522
C  -2.60615  2.27768  -2.51842
C  -2.71626  3.51862  -3.09776
C  -1.72355  4.42632  -2.82076
C  -0.65460  4.13434  -2.00053
N  -1.82507  5.77836  -3.43413
O  -1.06339  6.63780  -3.02905
O  -2.67063  5.93220  -4.29821
N  -3.65640  1.27550  -2.83296
O  -4.70973  1.68378  -3.28555
O  -3.39168  0.09852  -2.64095
H  -1.53862  0.96623  -1.20187
H  -3.53469  3.76888  -3.75536
H  0.11749  4.86947  -1.82478
N  2.08175  0.57256  2.71676
C  3.13735  1.03342  2.53490
N  4.31116  1.57830  2.30017
C  5.53627  1.14714  3.00215
C  6.62629  0.93876  1.97402
O  6.80281  2.10080  1.18164
C  5.62528  2.42512  0.44877
C  4.47592  2.72908  1.37955
H  5.34289  0.23140  3.55317
H  5.83559  1.92849  3.69991
H  6.36875  0.08621  1.33899
H  7.57023  0.73783  2.47040
H  5.35376  1.59489  -0.21130
H  5.85326  3.29752  -0.15648
H  3.55494  2.88990  0.82528
H  4.70513  3.61523  1.97212